# C44H36MnNO3PS2Sb

A structure of composition C44H36MnNO3PS2Sb in a non-equilibrium geometry (the ωB97M-V functional and the def2-TZVPD basis, OMol25).

Geometry as XYZ:
```
89
Properties=species:S:1:pos:R:3
Mn -0.86 -0.36 0.88
S -0.20 -1.72 2.79
C 1.39 -1.49 2.14
C 2.56 -1.95 2.77
C 3.76 -1.83 2.11
C 3.80 -1.24 0.85
C 2.62 -0.76 0.32
N 1.44 -0.88 0.94
H 2.47 -2.40 3.75
H 4.68 -2.18 2.58
H 4.72 -1.14 0.29
H 2.60 -0.26 -0.64
O -3.31 -0.46 -0.01
C -2.47 -1.44 0.35
C -2.87 -2.79 0.20
C -4.18 -3.32 0.26
C -4.36 -4.68 0.24
C -3.28 -5.56 0.15
C -1.99 -5.06 0.04
C -1.79 -3.69 0.03
P -0.29 -2.71 -0.22
C -0.35 -2.40 -2.03
C -0.08 -1.11 -2.49
C -0.15 -0.83 -3.85
C -0.47 -1.83 -4.75
C -0.74 -3.11 -4.30
C -0.68 -3.40 -2.94
C 1.05 -3.92 -0.08
C 2.09 -4.01 -0.99
C 3.16 -4.85 -0.76
C 3.22 -5.60 0.41
C 2.20 -5.50 1.34
C 1.13 -4.66 1.11
H -5.02 -2.64 0.35
H -5.37 -5.08 0.31
H -3.44 -6.63 0.16
H -1.14 -5.73 -0.06
H 0.15 -0.32 -1.78
H 0.04 0.18 -4.19
H -0.52 -1.61 -5.81
H -1.01 -3.89 -5.00
H -0.90 -4.40 -2.58
H 2.06 -3.42 -1.90
H 3.97 -4.92 -1.48
H 4.06 -6.26 0.59
H 2.25 -6.07 2.27
H 0.34 -4.54 1.85
S -0.19 1.44 2.17
Sb 0.26 3.43 0.94
C -0.07 3.38 -1.20
C 1.03 3.44 -2.04
C 0.87 3.51 -3.42
C -0.41 3.52 -3.97
C -1.51 3.45 -3.13
C -1.35 3.39 -1.75
C -1.65 4.49 1.41
C -2.29 4.22 2.61
C -3.43 4.94 2.97
C -3.92 5.94 2.14
C -3.26 6.24 0.96
C -2.12 5.53 0.61
C 2.73 3.08 1.01
C 3.18 2.22 2.00
C 4.54 2.09 2.25
C 5.46 2.83 1.52
C 5.01 3.73 0.56
C 3.64 3.87 0.33
H 2.03 3.41 -1.62
H 1.74 3.57 -4.07
H -0.54 3.59 -5.04
H -2.51 3.44 -3.55
H -2.22 3.32 -1.11
H -1.91 3.43 3.25
H -3.94 4.70 3.90
H -4.82 6.48 2.42
H -3.62 7.03 0.32
H -1.60 5.77 -0.31
H 2.46 1.64 2.58
H 4.88 1.41 3.02
H 6.52 2.71 1.69
H 5.72 4.33 0.01
H 3.31 4.61 -0.39
C -3.73 1.35 2.05
O -3.03 1.67 0.86
C -2.40 0.61 0.27
O -1.44 0.81 -0.55
H -3.02 1.02 2.82
H -4.47 0.56 1.87
H -4.22 2.26 2.37
```

Computed properties:
* total charge: -1
* multiplicity: 2
* relative energy (zero: lowest compared OMol25 entry of this formula, charge and spin): 100.77 kcal per mole
* frontier orbital gap (alpha / beta): 5.422 / 6.187 eV
* HOMO level (alpha / beta): -0.1256 / -0.1535 hartree



# C44H36O3P2SiSn

A structure of composition C44H36O3P2SiSn (the ωB97M-V functional and the def2-TZVPD basis, OMol25).

Geometry as XYZ:
```
87
Properties=species:S:1:pos:R:3
Sn 1.96 0.19 0.03
C 0.66 2.50 2.86
Si 0.28 1.94 1.10
C -0.06 3.48 0.05
C -0.23 4.75 0.62
C -0.67 5.83 -0.13
C -0.97 5.66 -1.48
C -0.80 4.42 -2.07
C -0.33 3.35 -1.32
P 0.02 1.72 -2.07
C 1.41 2.07 -3.20
C 2.04 3.30 -3.31
C 3.14 3.47 -4.14
C 3.63 2.40 -4.87
C 3.02 1.15 -4.76
C 1.93 0.99 -3.93
C -1.40 1.46 -3.19
C -1.34 1.53 -4.58
C -2.47 1.26 -5.34
C -3.67 0.93 -4.73
C -3.74 0.86 -3.34
C -2.61 1.12 -2.58
C -1.46 1.16 1.11
C -2.57 1.96 1.39
C -3.86 1.46 1.34
C -4.08 0.12 1.01
C -3.00 -0.69 0.73
C -1.70 -0.18 0.77
P -0.27 -1.26 0.42
C -0.83 -2.34 -0.93
C -1.61 -3.48 -0.70
C -2.08 -4.22 -1.77
C -1.79 -3.84 -3.07
C -1.01 -2.72 -3.30
C -0.53 -1.98 -2.23
C -0.16 -2.34 1.87
C 0.55 -3.54 1.78
C 0.71 -4.35 2.89
C 0.17 -3.96 4.11
C -0.53 -2.77 4.21
C -0.70 -1.96 3.10
H -0.17 3.07 3.30
H 0.84 1.62 3.47
H 1.56 3.11 2.89
H -0.02 4.89 1.67
H -0.79 6.80 0.34
H -1.33 6.50 -2.06
H -1.02 4.29 -3.13
H 1.67 4.15 -2.74
H 3.62 4.44 -4.21
H 4.49 2.53 -5.52
H 3.41 0.31 -5.32
H 1.48 0.01 -3.83
H -0.41 1.80 -5.07
H -2.41 1.32 -6.42
H -4.54 0.72 -5.33
H -4.67 0.60 -2.86
H -2.67 1.06 -1.50
H -2.43 3.00 1.63
H -4.71 2.10 1.56
H -5.08 -0.27 0.96
H -3.17 -1.73 0.45
H -1.84 -3.78 0.31
H -2.69 -5.10 -1.59
H -2.16 -4.42 -3.91
H -0.77 -2.41 -4.32
H 0.09 -1.11 -2.41
H 1.00 -3.83 0.84
H 1.28 -5.26 2.81
H 0.31 -4.59 4.98
H -0.94 -2.46 5.17
H -1.24 -1.03 3.19
O 4.14 -4.01 2.87
C 3.69 -3.24 3.88
C 3.79 -3.72 5.18
C 3.33 -2.97 6.24
C 2.75 -1.72 6.03
C 2.64 -1.24 4.74
C 3.11 -1.98 3.65
C 2.95 -1.47 2.27
O 3.35 -2.14 1.30
O 2.32 -0.36 2.12
H 3.95 -3.50 2.04
H 4.25 -4.69 5.33
H 3.42 -3.36 7.25
H 2.39 -1.14 6.87
H 2.19 -0.28 4.54
```

Computed properties:
* relative energy (zero: lowest compared OMol25 entry of this formula, charge and spin): 0.00 kcal per mole
* frontier orbital gap: 7.811 eV
* HOMO level: -0.2732 hartree



# C44H36O3P2SiSn

A structure of composition C44H36O3P2SiSn (the ωB97M-V functional and the def2-TZVPD basis, OMol25).

Geometry as XYZ:
```
87
Properties=species:S:1:pos:R:3
Sn 0.21 -0.09 0.86
C -1.15 3.27 0.82
Si -0.11 2.22 -0.35
C -0.96 2.34 -2.03
C -0.58 3.27 -3.00
C -1.25 3.38 -4.21
C -2.33 2.55 -4.47
C -2.73 1.62 -3.53
C -2.05 1.50 -2.31
P -2.51 0.24 -1.06
C -4.08 0.87 -0.36
C -4.84 1.90 -0.91
C -6.01 2.33 -0.29
C -6.43 1.72 0.89
C -5.68 0.70 1.44
C -4.51 0.29 0.83
C -3.06 -1.12 -2.16
C -2.21 -1.48 -3.21
C -2.56 -2.52 -4.06
C -3.73 -3.24 -3.85
C -4.56 -2.90 -2.79
C -4.23 -1.84 -1.95
C 1.62 3.00 -0.46
C 1.78 4.39 -0.49
C 3.03 4.98 -0.52
C 4.17 4.18 -0.50
C 4.04 2.81 -0.45
C 2.78 2.21 -0.44
P 2.59 0.39 -0.34
C 4.15 -0.25 0.31
C 4.18 -0.65 1.64
C 5.36 -1.14 2.20
C 6.50 -1.25 1.42
C 6.47 -0.87 0.09
C 5.30 -0.37 -0.47
C 2.49 -0.19 -2.06
C 1.83 0.60 -3.00
C 1.54 0.10 -4.26
C 1.90 -1.20 -4.59
C 2.58 -1.98 -3.67
C 2.87 -1.48 -2.41
H -1.27 4.30 0.47
H -0.71 3.29 1.82
H -2.15 2.83 0.90
H 0.27 3.92 -2.81
H -0.93 4.11 -4.94
H -2.86 2.63 -5.42
H -3.56 0.96 -3.76
H -4.52 2.39 -1.82
H -6.59 3.13 -0.72
H -7.34 2.05 1.37
H -6.00 0.23 2.37
H -3.91 -0.49 1.28
H -1.28 -0.96 -3.36
H -1.89 -2.79 -4.87
H -4.00 -4.05 -4.51
H -5.47 -3.45 -2.62
H -4.90 -1.58 -1.14
H 0.90 5.03 -0.49
H 3.13 6.06 -0.55
H 5.15 4.64 -0.51
H 4.94 2.19 -0.42
H 3.28 -0.60 2.24
H 5.37 -1.45 3.24
H 7.41 -1.64 1.85
H 7.36 -0.96 -0.53
H 5.28 -0.09 -1.52
H 1.55 1.62 -2.76
H 1.02 0.73 -4.97
H 1.66 -1.60 -5.57
H 2.87 -2.99 -3.92
H 3.39 -2.11 -1.69
O 2.89 -4.57 -0.57
C 1.74 -4.75 -1.24
C 1.61 -5.90 -2.02
C 0.44 -6.14 -2.71
C -0.63 -5.25 -2.63
C -0.50 -4.10 -1.88
C 0.68 -3.83 -1.19
C 0.84 -2.57 -0.42
O 1.77 -2.45 0.40
O 0.00 -1.61 -0.65
H 2.75 -3.78 0.01
H 2.44 -6.59 -2.06
H 0.35 -7.04 -3.31
H -1.56 -5.45 -3.16
H -1.31 -3.39 -1.81
```

Computed properties:
* relative energy (zero: lowest compared OMol25 entry of this formula, charge and spin): 7.44 kcal per mole
* frontier orbital gap: 7.479 eV
* HOMO level: -0.2613 hartree



# C44H37Co2NO6P

A structure of composition C44H37Co2NO6P in a non-equilibrium geometry (the ωB97M-V functional and the def2-TZVPD basis, OMol25).

Geometry as XYZ:
```
91
Properties=species:S:1:pos:R:3
C 2.41 1.37 -0.95
C 1.22 0.78 -0.20
N 1.45 -0.63 0.04
C 0.47 -1.36 0.63
C -0.69 -0.80 1.14
C 0.65 -2.84 0.71
C 0.97 -3.60 -0.42
C 1.27 -4.95 -0.29
C 1.20 -5.57 0.97
C 0.79 -4.83 2.08
C 0.49 -3.48 1.96
C 2.71 -1.24 -0.38
C 3.92 -0.33 -0.23
O 3.64 1.07 -0.29
H 2.40 1.00 -2.00
H 2.37 2.47 -0.93
H 1.08 1.32 0.75
H 0.30 0.92 -0.80
H -1.43 -1.50 1.49
H -0.86 0.27 1.11
H 0.99 -3.13 -1.41
H 1.57 -5.52 -1.18
H 1.48 -6.62 1.07
H 0.71 -5.31 3.06
H 0.17 -2.88 2.81
H 2.92 -2.13 0.22
H 2.65 -1.55 -1.44
H 4.41 -0.52 0.74
H 4.65 -0.56 -1.02
O -3.32 -1.59 -1.37
C -4.33 -1.66 -0.82
Co -5.86 -1.67 0.09
C -7.17 -2.56 -0.67
O -8.04 -3.15 -1.16
C -5.47 -3.10 1.04
O -5.19 -4.04 1.64
C -5.43 -0.52 1.65
C -4.19 0.16 1.68
C -3.03 0.02 2.37
C -2.42 1.14 3.07
C -1.62 0.91 4.22
C -1.10 1.98 4.93
C -1.32 3.29 4.49
C -2.11 3.53 3.36
C -2.63 2.46 2.63
Co -5.35 0.81 0.44
C -4.24 1.81 -0.44
O -3.50 2.49 -1.03
C -6.34 0.27 -1.01
O -6.87 0.42 -2.04
P -6.88 2.25 1.10
C -6.33 3.97 0.73
C -6.10 4.94 1.72
C -5.67 6.22 1.35
C -5.48 6.54 0.00
C -5.72 5.58 -0.98
C -6.13 4.30 -0.62
C -8.55 2.25 0.32
C -9.24 3.43 -0.01
C -10.53 3.37 -0.56
C -11.15 2.14 -0.75
C -10.49 0.96 -0.40
C -9.19 1.01 0.12
C -7.29 2.31 2.90
C -8.62 2.43 3.37
C -8.87 2.60 4.73
C -7.81 2.64 5.64
C -6.50 2.43 5.20
C -6.24 2.26 3.83
H -6.02 -0.66 2.57
H -2.76 -0.98 2.72
H -1.44 -0.12 4.52
H -0.51 1.79 5.83
H -0.87 4.13 5.03
H -2.32 4.55 3.04
H -3.19 2.63 1.71
H -6.27 4.70 2.77
H -5.48 6.96 2.13
H -5.14 7.54 -0.28
H -5.58 5.82 -2.04
H -6.34 3.55 -1.40
H -8.78 4.40 0.15
H -11.04 4.30 -0.82
H -12.16 2.09 -1.17
H -10.97 -0.01 -0.55
H -8.68 0.08 0.39
H -9.45 2.39 2.66
H -9.89 2.72 5.08
H -8.01 2.81 6.70
H -5.67 2.41 5.90
H -5.22 2.10 3.49
```

Computed properties:
* total charge: +1
* relative energy (zero: lowest compared OMol25 entry of this formula, charge and spin): 0.00 kcal per mole
* frontier orbital gap: 4.250 eV
* HOMO level: -0.3578 hartree



# C44H37N9P2SbSe4Tl

A structure of composition C44H37N9P2SbSe4Tl in a non-equilibrium geometry (the ωB97M-V functional and the def2-TZVPD basis, OMol25).

Geometry as XYZ:
```
98
Properties=species:S:1:pos:R:3
Tl 0.82 -1.09 0.34
N -0.88 2.45 0.05
P -0.61 1.54 1.52
C -1.73 2.56 2.59
C -2.79 1.89 3.19
C -3.65 2.55 4.05
C -3.46 3.90 4.32
C -2.41 4.58 3.72
C -1.54 3.91 2.87
C 1.01 2.16 2.09
C 1.88 2.90 1.30
C 3.16 3.20 1.77
C 3.56 2.76 3.02
C 2.68 2.05 3.83
C 1.42 1.74 3.36
P -0.48 1.75 -1.47
C 0.70 2.98 -2.14
C 1.98 2.55 -2.47
C 2.93 3.46 -2.90
C 2.61 4.81 -3.01
C 1.32 5.24 -2.70
C 0.37 4.33 -2.27
C -1.95 2.26 -2.46
C -3.11 2.79 -1.90
C -4.24 3.00 -2.69
C -4.22 2.67 -4.03
C -3.07 2.12 -4.59
C -1.95 1.92 -3.81
H -0.57 3.42 0.13
H -2.92 0.83 2.99
H -4.47 2.01 4.53
H -4.13 4.42 5.00
H -2.26 5.63 3.93
H -0.71 4.44 2.42
H 1.60 3.23 0.31
H 3.84 3.75 1.13
H 4.57 2.94 3.36
H 3.00 1.69 4.79
H 0.75 1.13 3.96
H 2.23 1.50 -2.37
H 3.93 3.13 -3.14
H 3.35 5.52 -3.33
H 1.07 6.29 -2.79
H -0.63 4.67 -2.03
H -3.12 3.04 -0.84
H -5.13 3.42 -2.25
H -5.10 2.83 -4.64
H -3.07 1.83 -5.64
H -1.05 1.47 -4.24
N 1.93 -3.61 2.46
C 0.66 -3.73 2.76
N 0.30 -4.59 3.73
C -0.97 -4.64 4.00
N -1.36 -5.50 4.99
N -1.95 -3.98 3.36
C -1.53 -3.18 2.38
N -0.25 -2.99 2.04
C -2.65 -2.55 1.63
C -3.96 -2.86 2.00
C -5.02 -2.37 1.25
C -4.74 -1.57 0.16
C -3.41 -1.30 -0.12
N -2.39 -1.77 0.59
H 2.66 -4.02 3.05
H 2.23 -2.86 1.84
H -0.61 -5.81 5.59
H -2.25 -5.32 5.42
H -4.11 -3.49 2.86
H -6.04 -2.62 1.51
H -5.52 -1.16 -0.46
H -3.15 -0.68 -0.97
C 4.85 -1.25 -2.93
C 3.97 -1.09 -1.86
N 2.78 -1.65 -1.83
C 2.38 -2.40 -2.86
C 3.17 -2.58 -4.01
C 4.45 -1.98 -4.02
C 2.68 -3.33 -5.11
C 1.45 -3.89 -5.07
C 0.63 -3.79 -3.91
C -0.63 -4.41 -3.82
C -1.33 -4.35 -2.64
C -0.77 -3.65 -1.57
N 0.37 -2.99 -1.63
C 1.09 -3.06 -2.78
H 5.84 -0.80 -2.89
H 4.25 -0.51 -0.98
H 5.09 -2.11 -4.88
H 3.30 -3.44 -5.99
H 1.07 -4.45 -5.92
H -1.02 -4.94 -4.68
H -2.29 -4.83 -2.53
H -1.28 -3.62 -0.61
Se 3.08 -1.12 5.87
Sb 4.54 -1.71 3.95
Se 3.54 -0.83 1.76
Se 4.68 -4.19 3.80
Se 6.74 -0.62 4.21
```

Computed properties:
* total charge: -2
* relative energy (zero: lowest compared OMol25 entry of this formula, charge and spin): 52.39 kcal per mole
* frontier orbital gap: 3.734 eV
* HOMO level: -0.0185 hartree



no.,total energy (hartree)
1,-4507.6367
2,-3110.6394
3,-3110.6275
4,-5311.5753
5,-12893.1288